Record 1
Here is a single C3H3N3O2 molecule from the OMol25 dataset. Energies are from ωB97M-V/def2-TZVPD.

Last column: Löwdin charge in e.
Atoms and positions in Å:
C1 2.01715 0.66066 0.51236  -0.300
C2 0.09872 -0.58739 0.11995  -0.315
C3 -0.87936 -1.54445 -0.08552  -0.063
H1 3.01815 0.42190 0.65118  0.138
H2 -1.19212 -2.71760 0.01155  0.153
H3 -0.33720 1.47992 0.11920  0.118
N1 -2.02207 -0.90421 -0.62896  -0.054
N2 -1.94136 0.34578 -0.53034  -0.011
N3 -0.66016 0.56851 -0.12517  0.050
O1 1.60047 1.68081 0.18450  0.157
O2 1.33168 -0.48427 0.43158  0.127

- E_HOMO: -9.590 eV
- Orbital gap: 0.3701 Eh
- E_tot: -11721.939 eV
- SMILES: O=COc1cnn[nH]1
- Total charge: 0
- Energy relative to the best compared isomer or geometry (same formula, charge and spin): 4.018 eV


Record 2
Here is 2 unconnected molecules or ions with the total composition C2HBrClF3 from the OMol25 dataset. Energies are from ωB97M-V/def2-TZVPD.

Last column: Löwdin charge in e.
Atoms and positions in Å:
C1 3.28316 -1.39513 -0.93069  -0.593
C2 -0.14548 -0.61050 0.30269  -0.730
F1 4.03021 -0.75590 -1.81323  -0.081
F2 -0.72794 0.49760 0.90901  -0.017
F3 -0.51341 -0.58172 -0.99864  -0.037
Cl1 2.95872 -2.88480 -1.49160  0.723
Br1 -0.70515 -2.38820 1.02206  0.652
H1 0.92582 -0.40354 0.18773  0.082

- E_HOMO: -10.461 eV
- Orbital gap: 0.3567 Eh
- E_tot: -92804.328 eV
- Total charge: 0
- Energy relative to the best compared isomer or geometry (same formula, charge and spin): 3.128 eV


Record 3
Here is 11 unconnected molecules or ions with the total composition C44H103N6O14 from the OMol25 dataset. Energies are from ωB97M-V/def2-TZVPD.

Last column: Löwdin charge in e.
Atoms and positions in Å:
C1 -2.52097 -7.08738 -1.08612  -0.100
C2 -1.13506 -6.57981 -1.31328  -0.216
C3 -1.11444 -6.15430 -2.77766  -0.104
N1 -0.26455 -4.87761 -3.10221  -0.227
C4 1.23717 -5.08820 -2.64068  -0.044
C5 2.21603 -4.06034 -3.26976  -0.161
C6 2.01554 -3.80380 -4.76593  -0.194
C7 0.53389 -3.60928 -5.08742  -0.174
C8 -0.25646 -4.76503 -4.59339  -0.140
C9 -0.91394 -3.68604 -2.46352  0.018
H1 -3.21215 -6.37309 -1.46016  0.067
H2 -2.70417 -7.34819 -0.05617  0.084
H3 -2.77139 -7.90454 -1.74751  0.079
H4 -0.30959 -7.27745 -1.09464  0.128
H5 -1.07921 -5.63136 -0.72646  0.101
H6 -2.08733 -5.83188 -3.14212  0.126
H7 -0.67527 -6.84527 -3.48532  0.123
H8 1.58354 -6.02434 -3.05258  0.130
H9 1.22806 -5.08300 -1.55167  0.097
H10 3.22395 -4.50313 -3.08443  0.130
H11 2.13734 -3.04732 -2.81762  0.093
H12 2.41981 -4.68153 -5.27954  0.111
H13 2.54935 -2.97466 -5.23875  0.101
H14 0.45034 -3.57107 -6.17021  0.126
H15 0.12880 -2.62737 -4.71101  0.101
H16 0.23102 -5.66122 -4.98886  0.138
H17 -1.33871 -4.68883 -4.78219  0.146
H18 -1.53606 -3.09263 -3.16456  0.097
H19 -0.11311 -2.99324 -2.22498  0.080
H20 -1.46390 -3.97850 -1.60724  0.048
C10 -0.33080 4.08054 0.96483  -0.066
C11 -1.10712 3.27663 -0.13466  -0.169
C12 -0.63121 1.80716 -0.11113  -0.135
N2 -1.22980 0.85323 -1.04925  -0.247
C13 -0.91172 1.29555 -2.45149  -0.107
C14 0.55379 1.12227 -2.90260  -0.130
C15 1.04597 -0.35549 -2.60891  -0.176
C16 0.81880 -0.66700 -1.15623  -0.145
C17 -0.66048 -0.53397 -0.79755  -0.090
C18 -2.70998 0.66973 -0.92331  0.058
H21 0.74526 4.18584 0.75324  0.074
H22 -0.35652 3.54139 1.94967  0.058
H23 -0.86687 5.03362 1.08260  0.055
H24 -0.90615 3.69047 -1.15910  0.122
H25 -2.11743 3.28537 0.14416  0.069
H26 -0.83954 1.30576 0.87850  0.165
H27 0.42791 1.78111 -0.27342  0.098
H28 -1.23712 2.29006 -2.68429  0.122
H29 -1.51481 0.63573 -3.06914  0.093
H30 1.16420 1.90689 -2.46019  0.092
H31 0.45411 1.13628 -4.01555  0.135
H32 2.10274 -0.42047 -2.86853  0.085
H33 0.46824 -0.92864 -3.29447  0.068
H34 1.40350 -0.00083 -0.51383  0.089
H35 1.03926 -1.71565 -0.91051  0.113
H36 -0.79100 -0.68248 0.26470  0.099
H37 -1.28922 -1.23434 -1.33446  0.120
H38 -2.79421 0.04214 -0.04908  0.114
H39 -3.12346 0.37898 -1.87282  0.109
H40 -3.21694 1.59642 -0.63771  0.087
C19 5.44867 2.97724 -4.79876  -0.005
C20 4.51008 1.79404 -4.40414  -0.258
C21 3.15331 2.23098 -3.86134  -0.260
O1 3.19715 3.04133 -2.74954  -0.173
C22 3.84840 2.55926 -1.57135  -0.057
N3 4.05905 1.03507 -5.68013  0.215
H41 4.77908 0.43053 -6.15543  0.198
H42 3.32019 0.35577 -5.50103  0.159
H43 3.63500 1.70658 -6.32422  0.169
H44 6.41034 2.59515 -5.14281  0.091
H45 5.50364 3.68865 -3.98983  0.088
H46 4.97819 3.54153 -5.59082  0.085
H47 5.04670 1.09031 -3.73962  0.155
H48 2.53856 1.35102 -3.63778  0.071
H49 2.59365 2.79897 -4.58514  0.147
H50 3.60798 3.23660 -0.71395  0.109
H51 4.96769 2.69364 -1.71571  0.107
H52 3.59467 1.54087 -1.43146  0.054
C23 -6.99851 7.89142 4.38816  -0.063
C24 -5.94842 7.11304 3.58639  -0.460
C25 -4.63277 7.93014 3.48721  -0.203
O2 -3.75209 7.18460 2.68333  -0.220
C26 -2.35698 7.19332 3.06915  -0.076
N4 -5.90453 5.72977 4.00080  0.047
H53 -6.62159 3.25605 3.18410  0.113
H54 -5.05845 5.37364 3.56893  0.057
H55 -5.76759 5.72108 5.04869  0.116
H56 -6.59026 8.20692 5.36702  0.086
H57 -7.80557 7.17736 4.57601  0.078
H58 -7.45087 8.70819 3.85057  0.073
H59 -6.31087 7.20386 2.56528  0.126
H60 -4.23954 8.06112 4.46922  0.110
H61 -4.79741 8.88876 2.96446  0.139
H62 -2.19391 6.63819 4.01165  0.092
H63 -1.93379 8.24668 3.05807  0.108
H64 -1.83400 6.65348 2.27840  0.054
C27 4.66109 -1.44086 -0.81340  -0.061
C28 5.08363 -1.83560 0.58944  -0.379
C29 5.50089 -0.58773 1.36962  -0.192
O3 5.47594 -0.73582 2.77268  -0.177
C30 6.12607 0.20864 3.56621  -0.096
N5 3.85280 -2.32257 1.20624  0.037
H65 3.97805 -2.52966 2.20883  0.099
H66 3.12246 -1.57710 1.21177  0.082
H67 2.56784 -3.48269 0.47316  0.040
H68 5.45312 -0.82030 -1.22670  0.070
H69 3.81045 -0.73905 -0.81579  0.058
H70 4.42318 -2.28186 -1.51258  0.092
H71 5.75788 -2.64472 0.50022  0.133
H72 4.77817 0.12678 1.06070  0.094
H73 6.47553 -0.29839 0.95250  0.134
H74 5.61000 1.17943 3.58858  0.078
H75 7.14288 0.32444 3.21001  0.088
H76 6.14618 -0.17193 4.56909  0.086
C31 -0.30139 -2.17663 6.18361  -0.045
C32 0.15472 -1.47199 4.86065  -0.357
C33 -0.45061 -0.04556 5.02923  -0.205
O4 -0.29470 0.92278 4.00707  -0.204
C34 -0.96993 2.16534 4.26620  -0.085
N6 1.61871 -1.29312 4.68314  0.041
H77 2.13388 -2.17975 4.59602  0.102
H78 1.68390 -0.28931 3.35461  0.075
H79 1.99792 -0.83415 5.50703  0.098
H80 -0.00252 -3.23624 6.14345  0.081
H81 -1.38767 -2.16636 6.19530  0.079
H82 0.12488 -1.68905 7.06449  0.079
H83 -0.15496 -2.00861 3.97774  0.108
H84 -0.04425 0.31479 6.00378  0.133
H85 -1.50917 -0.18763 5.18763  0.118
H86 -1.59685 2.42069 3.39183  0.079
H87 -0.28366 2.99755 4.48388  0.084
H88 -1.70994 2.03036 5.09825  0.100
C35 2.63724 2.14557 3.27034  0.032
C36 2.31615 1.15573 2.10795  -0.532
O5 1.88366 -0.07361 2.35565  0.057
O6 2.58808 1.63347 0.99949  -0.008
H89 3.68708 2.44622 3.16575  0.078
H90 2.34615 1.76234 4.21086  0.055
H91 2.06387 3.01681 2.95690  0.073
C37 -3.48852 -3.43563 1.76373  -0.019
C38 -2.04357 -2.93116 1.25830  -0.699
O7 -1.60633 -3.49180 0.23739  -0.079
O8 -1.49924 -1.99745 1.93591  -0.097
H92 -4.23388 -3.39124 0.95000  0.061
H93 -3.83803 -2.84850 2.62911  0.058
H94 -3.38036 -4.49694 2.02129  0.056
C39 1.10861 -4.20440 2.18872  0.018
C40 1.72752 -5.01736 1.07646  -0.572
O9 2.24536 -4.30000 0.06204  0.038
O10 1.73501 -6.21420 1.11334  0.099
H95 0.21490 -3.65700 1.85677  0.057
H96 1.81313 -3.44429 2.51847  0.052
H97 0.69756 -4.88305 2.97288  0.111
C41 -3.46511 -1.64437 -5.49755  -0.018
C42 -2.00715 -1.17007 -5.20789  -0.693
O11 -1.25726 -0.92589 -6.18874  -0.075
O12 -1.62926 -1.20852 -3.97711  -0.155
H98 -3.89317 -0.90566 -6.15556  0.064
H99 -3.91840 -1.80937 -4.53171  0.056
H100 -3.53739 -2.61657 -5.98416  0.064
C43 -6.19306 4.06068 1.35661  -0.030
C44 -5.55627 2.96583 1.83731  -0.720
O13 -4.60377 2.52215 1.29519  0.109
O14 -6.01957 2.48962 2.97350  0.139
H101 -7.17884 4.30503 1.83355  0.120
H102 -6.27118 4.24014 0.28315  0.115
H103 -5.46155 4.90825 1.52968  0.122

- E_HOMO: -9.436 eV
- Orbital gap: 0.2323 Eh
- E_tot: -84894.359 eV
- Total charge: +1


Record 4
Here is a molecular structure, C4H5KO2 from the OMol25 dataset. Energies are from ωB97M-V/def2-TZVPD.

Last column: Löwdin charge in e.
Atoms and positions in Å:
O1 -0.18262 -1.01695 -1.23836  -0.179
C1 0.20285 -0.96298 0.12870  -0.340
C2 1.45320 -0.17930 0.52691  -0.068
C3 0.09287 0.35254 0.74624  -0.244
C4 -0.72333 1.41819 0.84155  -0.279
H1 0.13859 -1.81301 -1.67209  0.090
H2 -0.02759 -1.88674 0.67101  0.139
H3 2.05186 0.23777 -0.29072  0.104
H4 2.04519 -0.58442 1.35574  0.091
H5 -0.94974 2.62454 0.37104  0.194
O2 -1.83222 1.58423 0.10109  -0.491
K1 -2.26906 0.22613 -1.54111  0.984

- E_HOMO: -6.513 eV
- Orbital gap: 0.2222 Eh
- E_tot: -24643.362 eV
- Total charge: 0
- Energy relative to the best compared isomer or geometry (same formula, charge and spin): 2.927 eV